1.
The following is a DFT calculation (ωB97M-V/def2-TZVPD) of a cluster of 4 separate species, H9O4 in total at a distorted geometry.

For the calculated total energy, the calculation gives -8329.231 eV. The value obtained for the gap between HOMO and LUMO is 0.4597 Eh. Its relative energy (zero: lowest compared OMol25 entry of this formula, charge and spin) is 20.6 kcal/mol. For the highest occupied orbital energy, the calculation gives -15.6 eV. As for the net charge: +1. Its LUMO energy is -0.1147 Ha.

Element x y z (Å)
O (-0.61, 0.43, 2.46)
H (-0.24, 1.15, 2.98)
H (-1.36, 0.16, 2.98)
O (0.46, 2.03, -1.38)
H (-0.04, 1.91, -2.19)
H (0.59, 3.03, -1.43)
O (0.39, -2.23, -1.17)
H (-0.03, -2.50, -2.01)
H (0.99, -2.98, -1.06)
O (-0.17, -0.35, 0.20)
H (0.17, 0.51, -0.08)
H (0.18, -1.12, -0.50)
H (-0.33, -0.06, 1.20)



2.
The following is a DFT calculation (ωB97M-V/def2-TZVPD) of a cluster of 5 separate species, H9O4S in total.

For the calculated total energy, the calculation gives -19169.569 eV. The value obtained for the gap between HOMO and LUMO (alpha / beta) is 0.4177 / 0.2660 Eh. Its relative energy (zero: lowest compared OMol25 entry of this formula, charge and spin) is 9.3 kcal/mol. The spin multiplicity is 2. For the highest occupied orbital energy (alpha / beta), the calculation gives -11.4 / -11.0 eV. As for the net charge: 0. Its LUMO energy (alpha / beta) is -0.0011 / -0.1367 Ha.

Element x y z (Å)
S (-0.19, 1.27, 0.00)
H (-0.66, 2.52, -0.13)
H (-2.13, -1.70, 1.50)
H (-1.18, -0.57, 1.95)
O (-1.85, -1.18, 2.26)
H (1.84, -1.91, -1.77)
H (2.26, -0.58, -1.15)
O (2.24, -1.06, -1.99)
H (0.12, 1.39, 2.59)
H (0.80, 0.20, 3.37)
O (0.36, 1.05, 3.46)
H (-1.04, 0.47, -2.82)
H (0.20, 0.01, -3.61)
O (-0.76, 0.09, -3.66)



3.
The following is a DFT calculation (ωB97M-V/def2-TZVPD) of the molecule HI2OP at a distorted geometry.

For the calculated total energy, the calculation gives -27554.923 eV. The value obtained for the gap between HOMO and LUMO is 0.2990 Eh. Its relative energy (zero: lowest compared OMol25 entry of this formula, charge and spin) is 0.5 kcal/mol. For the highest occupied orbital energy, the calculation gives -9.2 eV. As for the net charge: 0. Its LUMO energy is -0.0388 Ha.

Element x y z (Å)
O (0.97, 0.65, -0.10)
P (-0.30, 0.14, 0.75)
I (-0.39, -2.36, -0.31)
I (-2.01, 1.51, -0.27)
H (1.73, 0.06, -0.07)